Record 1
{"formula": "C72H172N8O18", "method": "ωB97M-V/def2-TZVPD", "orbital_gap_ha": 0.267, "de_lowest_kcal_mol": 0.0, "homo_ha": -0.272, "multiplicity": 1, "mol_weight_g_mol": 1438.21, "total_charge": 0, "elements": ["C", "C", "C", "C", "C", "C", "N", "O", "C", "C", "C", "H", "H", "H", "H", "H", "H", "H", "H", "H", "H", "H", "H", "H", "H", "H", "H", "H", "H", "H", "C", "C", "C", "C", "C", "C", "N", "O", "C", "C", "C", "H", "H", "H", "H", "H", "H", "H", "H", "H", "H", "H", "H", "H", "H", "H", "H", "H", "H", "H", "C", "C", "C", "C", "C", "C", "N", "O", "C", "C", "C", "H", "H", "H", "H", "H", "H", "H", "H", "H", "H", "H", "H", "H", "H", "H", "H", "H", "H", "H", "C", "C", "C", "C", "C", "C", "N", "O", "C", "C", "C", "H", "H", "H", "H", "H", "H", "H", "H", "H", "H", "H", "H", "H", "H", "H", "H", "H", "H", "H", "C", "C", "C", "C", "C", "C", "N", "O", "C", "C", "C", "H", "H", "H", "H", "H", "H", "H", "H", "H", "H", "H", "H", "H", "H", "H", "H", "H", "H", "H", "C", "C", "C", "C", "C", "C", "N", "O", "C", "C", "C", "H", "H", "H", "H", "H", "H", "H", "H", "H", "H", "H", "H", "H", "H", "H", "H", "H", "H", "H", "C", "C", "C", "C", "C", "C", "N", "O", "C", "C", "C", "H", "H", "H", "H", "H", "H", "H", "H", "H", "H", "H", "H", "H", "H", "H", "H", "H", "H", "H", "C", "C", "C", "C", "C", "C", "N", "O", "C", "C", "C", "H", "H", "H", "H", "H", "H", "H", "H", "H", "H", "H", "H", "H", "H", "H", "H", "H", "H", "H", "O", "H", "H", "O", "H", "H", "O", "H", "H", "O", "H", "H", "O", "H", "H", "O", "H", "H", "O", "H", "H", "O", "H", "H", "O", "H", "H", "O", "H", "H"], "positions_angstrom": [[6.04, 1.11, -0.01], [6.00, 0.43, -1.35], [5.27, -1.02, -1.24], [4.73, -1.67, -2.48], [3.76, -0.74, -3.22], [4.42, 0.68, -3.53], [5.20, 1.19, -2.33], [5.45, 2.59, -2.34], [5.31, 0.56, -4.82], [3.26, 1.65, -3.83], [7.42, 0.17, -1.86], [6.52, 2.09, -0.05], [6.64, 0.64, 0.77], [5.07, 1.25, 0.48], [6.00, -1.69, -0.78], [4.44, -1.06, -0.54], [4.15, -2.56, -2.25], [5.45, -2.02, -3.23], [2.89, -0.63, -2.58], [3.41, -1.11, -4.18], [6.26, 0.02, -4.81], [4.71, 0.02, -5.55], [5.44, 1.51, -5.35], [2.69, 1.40, -4.73], [2.50, 1.71, -3.04], [3.67, 2.65, -3.90], [8.04, -0.34, -1.12], [7.95, 1.08, -2.14], [7.45, -0.42, -2.78], [4.85, 2.92, -1.66], [2.20, -4.43, 4.04], [1.86, -2.90, 3.87], [1.81, -2.22, 5.29], [3.25, -1.94, 5.85], [4.05, -1.10, 4.83], [4.18, -1.81, 3.50], [2.88, -2.26, 3.02], [2.89, -2.81, 1.70], [4.76, -0.79, 2.56], [5.28, -2.94, 3.64], [0.44, -2.71, 3.16], [2.98, -4.71, 4.76], [2.43, -4.96, 3.12], [1.35, -4.95, 4.50], [1.29, -1.26, 5.21], [1.23, -2.91, 5.90], [3.80, -2.83, 6.14], [3.13, -1.26, 6.70], [4.98, -0.81, 5.31], [3.46, -0.19, 4.93], [5.25, -1.13, 1.64], [3.97, -0.07, 2.35], [5.58, -0.27, 3.05], [6.27, -2.54, 3.85], [5.10, -3.66, 4.43], [5.43, -3.47, 2.70], [0.36, -1.68, 2.79], [-0.44, -2.84, 3.79], [0.30, -3.28, 2.24], [2.68, -1.99, 1.24], [0.15, 0.32, -4.61], [-1.06, -0.35, -5.31], [-0.48, -0.79, -6.79], [-1.36, -1.92, -7.48], [-1.44, -3.12, -6.58], [-2.07, -2.82, -5.20], [-1.52, -1.61, -4.62], [-1.94, -1.42, -3.31], [-3.60, -2.68, -5.28], [-1.63, -4.05, -4.37], [-2.25, 0.64, -5.51], [0.81, 0.75, -5.37], [0.78, -0.36, -4.05], [-0.21, 1.06, -3.90], [-0.60, 0.00, -7.52], [0.53, -1.21, -6.79], [-0.94, -2.20, -8.44], [-2.37, -1.57, -7.68], [-0.50, -3.68, -6.53], [-1.98, -3.90, -7.12], [-4.05, -3.35, -6.00], [-4.13, -2.91, -4.35], [-3.98, -1.67, -5.47], [-1.88, -5.01, -4.84], [-0.59, -4.00, -4.06], [-2.08, -4.17, -3.39], [-3.09, 0.31, -6.11], [-1.86, 1.55, -5.96], [-2.68, 0.98, -4.56], [-2.87, -1.22, -3.46], [-6.36, -7.60, 1.67], [-5.86, -7.16, 0.28], [-6.63, -5.78, -0.07], [-6.02, -4.96, -1.22], [-4.49, -4.72, -0.89], [-3.73, -6.06, -0.77], [-4.39, -6.94, 0.28], [-3.67, -8.12, 0.54], [-3.52, -6.67, -2.15], [-2.43, -5.59, -0.07], [-6.26, -8.24, -0.71], [-7.29, -8.16, 1.68], [-6.27, -6.90, 2.49], [-5.65, -8.34, 2.04], [-7.67, -5.88, -0.36], [-6.59, -5.12, 0.79], [-6.42, -4.00, -1.55], [-6.17, -5.65, -2.05], [-4.41, -4.02, -0.06], [-4.12, -4.16, -1.75], [-3.58, -5.86, -2.88], [-2.59, -7.23, -2.21], [-4.34, -7.32, -2.46], [-1.94, -6.49, 0.32], [-1.75, -5.15, -0.80], [-2.42, -4.95, 0.81], [-5.77, -9.14, -0.34], [-6.01, -8.19, -1.77], [-7.31, -8.54, -0.80], [-3.08, -7.95, 1.28], [6.95, 4.91, 4.40], [5.89, 4.09, 3.71], [5.15, 3.18, 4.77], [4.13, 3.94, 5.62], [3.19, 4.70, 4.67], [3.81, 5.64, 3.57], [4.88, 4.87, 2.88], [5.44, 5.69, 1.98], [2.63, 5.87, 2.53], [4.18, 6.98, 4.27], [6.59, 3.11, 2.83], [6.68, 5.86, 4.85], [7.66, 5.17, 3.61], [7.54, 4.33, 5.11], [4.73, 2.28, 4.31], [5.81, 2.74, 5.52], [4.69, 4.70, 6.16], [3.73, 3.26, 6.37], [2.52, 5.28, 5.31], [2.63, 3.93, 4.12], [2.97, 6.33, 1.60], [2.16, 4.95, 2.19], [1.89, 6.53, 2.98], [3.33, 7.63, 4.47], [4.79, 6.90, 5.17], [4.79, 7.55, 3.56], [7.22, 3.64, 2.11], [5.88, 2.48, 2.30], [7.31, 2.54, 3.42], [5.38, 5.09, 1.23], [2.81, 4.86, -6.22], [1.68, 5.92, -6.51], [0.86, 5.28, -7.68], [-0.28, 4.30, -7.31], [-1.11, 5.05, -6.27], [-0.33, 5.41, -4.98], [0.78, 6.35, -5.37], [1.46, 6.85, -4.24], [-1.25, 6.31, -4.12], [0.15, 4.17, -4.26], [2.40, 7.08, -7.14], [3.78, 5.11, -6.65], [2.49, 3.88, -6.58], [2.98, 4.79, -5.14], [0.37, 6.14, -8.13], [1.52, 4.98, -8.49], [0.01, 3.30, -6.97], [-0.80, 4.23, -8.26], [-2.05, 4.54, -6.03], [-1.58, 5.92, -6.73], [-2.24, 5.85, -4.02], [-0.84, 6.54, -3.14], [-1.46, 7.23, -4.66], [0.54, 4.48, -3.29], [-0.46, 3.27, -4.30], [1.05, 3.75, -4.72], [2.68, 7.01, -8.19], [3.21, 7.45, -6.50], [1.72, 7.93, -7.16], [1.24, 7.78, -4.15], [-3.82, 0.64, 1.32], [-2.39, 0.52, 0.63], [-2.60, 1.03, -0.76], [-1.41, 1.37, -1.65], [-0.42, 2.24, -0.89], [-0.10, 1.78, 0.54], [-1.38, 1.44, 1.27], [-1.14, 1.05, 2.56], [1.00, 0.61, 0.45], [0.59, 3.00, 1.28], [-1.98, -0.97, 0.49], [-3.65, 0.39, 2.36], [-4.49, -0.17, 1.03], [-4.33, 1.60, 1.28], [-3.17, 0.33, -1.37], [-3.29, 1.88, -0.68], [-1.76, 1.87, -2.56], [-1.01, 0.42, -1.99], [-0.78, 3.27, -0.95], [0.47, 2.27, -1.53], [1.97, 1.01, 0.16], [1.12, 0.17, 1.44], [0.66, -0.07, -0.33], [0.70, 2.86, 2.35], [1.61, 3.24, 0.96], [0.16, 3.97, 1.03], [-1.00, -1.16, 0.07], [-2.68, -1.60, -0.07], [-2.08, -1.38, 1.49], [-1.29, 1.85, 3.06], [-4.76, -2.06, 6.70], [-3.39, -2.62, 6.15], [-2.79, -3.47, 7.29], [-3.43, -4.86, 7.34], [-3.49, -5.51, 5.97], [-4.19, -4.68, 4.82], [-3.48, -3.40, 4.88], [-3.72, -2.47, 3.78], [-3.86, -5.31, 3.49], [-5.74, -4.62, 5.13], [-2.40, -1.47, 5.94], [-5.39, -1.80, 5.85], [-4.59, -1.11, 7.22], [-5.16, -2.65, 7.52], [-1.75, -3.64, 7.00], [-2.74, -2.96, 8.25], [-4.41, -4.86, 7.82], [-2.80, -5.40, 8.06], [-4.02, -6.46, 6.01], [-2.51, -5.86, 5.67], [-2.80, -5.39, 3.23], [-4.09, -6.38, 3.46], [-4.50, -4.89, 2.72], [-6.17, -3.77, 4.59], [-6.19, -5.57, 4.89], [-5.98, -4.34, 6.16], [-2.64, -0.75, 5.16], [-1.42, -1.68, 5.51], [-2.24, -0.84, 6.82], [-2.82, -2.37, 3.46], [2.14, 5.05, -1.26], [2.28, 5.39, -2.14], [1.74, 5.77, -0.77], [-6.32, 0.46, 4.61], [-5.41, 0.20, 4.72], [-6.52, 0.99, 5.38], [-2.39, 4.63, 1.27], [-1.65, 5.08, 1.68], [-2.14, 3.70, 1.29], [-4.70, -0.20, -3.50], [-5.22, -0.02, -2.71], [-4.91, 0.52, -4.09], [-6.07, -0.17, -1.15], [-6.42, -0.74, -0.46], [-5.94, 0.67, -0.72], [4.07, 3.67, -0.07], [3.40, 3.95, -0.69], [3.66, 3.75, 0.78], [-2.44, 3.05, 3.87], [-2.51, 3.88, 4.35], [-2.62, 3.29, 2.96], [-5.89, 2.48, -0.78], [-5.59, 3.39, -0.75], [-6.39, 2.42, -1.60], [-0.54, 5.57, 3.15], [-1.09, 5.39, 3.92], [-0.15, 6.43, 3.33], [0.57, -2.66, -2.11], [1.19, -1.99, -2.42], [-0.21, -2.52, -2.65]], "mulliken_charge": [-2.252, 2.009, -0.673, -1.491, -0.208, 1.477, 1.136, -0.588, -1.845, -1.566, -2.022, 0.716, 0.676, -0.140, 0.588, -0.145, 0.548, 0.430, -0.761, 0.861, 0.246, 0.430, 0.374, 0.296, -0.434, 0.964, 0.449, 0.399, 0.336, 0.307, -1.760, 1.453, -1.038, -1.188, -1.057, 2.129, 1.181, -0.533, -2.250, -2.019, -1.914, 0.311, 0.341, 0.508, 0.216, 0.370, 0.392, 0.525, 0.545, 0.269, 0.202, 0.241, 0.559, 0.425, 0.302, 0.439, 0.075, 0.357, 0.603, 0.230, -0.653, 1.558, -0.955, -0.885, -1.405, 1.609, 0.301, 1.724, -1.322, -2.252, -0.990, 0.768, -0.362, -0.790, 0.360, 0.416, 0.489, 0.316, 0.445, 0.543, 0.436, 0.014, 0.173, 0.516, 0.530, 0.163, 0.450, 0.096, -0.232, -0.564, -1.876, 1.531, -1.196, -1.167, -0.044, 2.000, 1.058, -0.548, -1.527, -1.885, -1.891, 0.409, 0.236, 0.455, 0.475, 0.286, 0.540, 0.360, 0.291, -0.689, 0.184, 0.399, 0.197, 0.622, 0.160, 0.050, 0.432, 0.310, 0.468, 0.351, -1.772, 1.954, -1.107, -1.059, -0.646, 1.336, 0.942, -0.636, -1.485, -1.800, -2.048, 0.238, 0.414, 0.415, 0.036, 0.491, 0.361, 0.461, 0.481, -0.230, 0.485, 0.254, 0.176, 0.438, 0.291, 0.457, 0.521, -0.012, 0.556, 0.404, -1.574, 2.317, -2.042, 0.026, -1.833, 2.395, 0.236, -0.375, -2.227, 0.228, -2.069, 0.447, 0.232, 0.155, 0.606, 0.353, -0.131, 0.551, 0.490, 0.482, 0.413, 0.292, 0.550, -0.562, -0.160, -0.168, 0.338, 0.414, 0.539, 0.311, -1.788, 2.912, -1.717, 1.002, -1.087, 3.198, 1.195, 0.089, -1.234, -1.362, -0.126, 0.189, -0.175, 0.352, -0.098, 0.410, 0.105, -0.817, 0.735, -0.640, 0.319, 0.261, -0.533, 0.606, -0.763, 0.120, -0.106, 0.152, -0.889, 0.175, -1.809, 2.084, -1.156, -0.904, -1.212, 1.705, 0.887, -0.145, -2.568, -1.770, -2.340, 0.269, 0.486, 0.323, 0.095, 0.432, 0.315, 0.543, 0.471, 0.494, 0.410, 0.570, 0.440, 0.289, 0.444, 0.374, 0.409, 0.229, 0.613, 0.057, -0.478, 0.059, 0.231, -0.609, 0.277, 0.295, -0.737, 0.460, 0.001, -0.389, 0.210, 0.266, -0.763, 0.304, 0.321, -0.107, 0.252, -0.008, -0.688, 0.260, 0.258, -0.646, 0.280, 0.249, -0.442, 0.175, 0.295, -0.757, 0.269, -0.021]}

Record 2
{"formula": "C3H4N4O", "method": "ωB97M-V/def2-TZVPD", "orbital_gap_ha": 0.364, "de_lowest_kcal_mol": 44.4, "homo_ha": -0.353, "multiplicity": 1, "mol_weight_g_mol": 112.09, "total_charge": 0, "elements": ["C", "C", "C", "N", "N", "N", "N", "O", "H", "H", "H", "H"], "positions_angstrom": [[-0.56, -1.02, -2.10], [1.66, 1.63, 1.50], [-0.40, -0.25, 0.21], [-0.73, -1.84, -2.85], [-0.28, -1.37, 0.80], [-0.51, 0.86, 0.95], [-0.43, -0.12, -1.17], [2.54, 0.94, 1.28], [-0.12, 0.84, -1.52], [-0.11, -2.16, 0.30], [-0.77, 1.74, 0.61], [-0.29, 0.75, 1.99]], "nbo_charge": [0.414, 0.458, 0.567, -0.332, -0.750, -0.801, -0.667, -0.498, 0.416, 0.355, 0.401, 0.438]}